1.
Molecular formula: C27H51NO9S2
Method: DFT, the ωB97M-V functional and the def2-TZVPD basis

Cartesian coordinates (Å):
C1 1.105 -2.263 0.280
C2 1.527 -2.813 -1.088
C3 3.009 -3.247 -1.079
C4 3.760 -3.043 -2.400
C5 3.722 -1.627 -2.972
C6 4.603 -0.622 -2.192
C7 3.791 0.518 -1.535
C8 4.189 0.802 -0.092
C9 3.376 1.965 0.502
C10 1.932 1.531 0.825
C11 0.855 2.526 0.339
C12 -0.445 1.777 0.013
C13 -0.418 1.087 -1.354
C14 -0.549 2.051 -2.530
C15 -1.980 2.314 -3.039
O1 -2.987 1.409 -2.552
C16 -3.577 1.771 -1.408
O2 -4.094 2.809 -1.212
O3 -3.543 0.791 -0.458
C17 -4.284 -0.337 -0.825
C18 -3.727 -1.385 -1.548
C19 -4.586 -2.437 -1.853
C20 -5.921 -2.427 -1.459
N1 -6.435 -1.424 -0.736
C21 -5.618 -0.417 -0.439
H1 1.880 -1.633 0.708
H2 0.197 -1.665 0.191
H3 0.871 -3.067 0.974
H4 0.936 -3.715 -1.235
H5 1.299 -2.102 -1.876
H6 3.028 -4.312 -0.858
H7 3.541 -2.703 -0.299
H8 4.814 -3.249 -2.197
H9 3.455 -3.774 -3.148
H10 4.138 -1.705 -3.978
H11 2.705 -1.264 -3.098
H12 5.313 -0.165 -2.873
H13 5.101 -1.178 -1.400
H14 3.826 1.433 -2.125
H15 2.747 0.197 -1.519
H16 5.245 1.080 -0.076
H17 4.024 -0.084 0.523
H18 3.853 2.259 1.434
H19 3.403 2.790 -0.204
H20 1.738 0.592 0.312
H21 1.803 1.399 1.895
H22 0.629 3.187 1.176
H23 1.211 3.129 -0.493
H24 -1.311 2.432 0.117
H25 -0.556 0.996 0.768
H26 0.553 0.597 -1.438
H27 -1.158 0.294 -1.369
H28 -0.140 3.007 -2.205
H29 0.075 1.725 -3.358
H30 -2.287 3.342 -2.875
H31 -1.989 2.179 -4.116
H32 -2.691 -1.386 -1.845
H33 -4.214 -3.278 -2.423
H34 -6.557 -3.255 -1.737
H35 -6.020 0.398 0.151
C22 -6.512 -4.338 1.486
C23 -5.085 -4.716 1.137
O4 -4.653 -5.899 1.847
S1 -5.175 -7.304 1.322
C24 -4.066 -8.311 2.245
O5 -4.878 -7.411 -0.074
O6 -6.507 -7.523 1.792
H36 -7.217 -5.085 1.124
H37 -6.774 -3.381 1.037
H38 -6.635 -4.269 2.567
H39 -4.960 -4.864 0.064
H40 -4.406 -3.921 1.440
H41 -3.052 -8.117 1.908
H42 -4.341 -9.346 2.054
H43 -4.181 -8.079 3.300
C25 2.351 8.478 2.541
C26 3.800 8.094 2.318
O7 4.239 7.048 3.211
S2 3.780 5.561 2.888
C27 4.879 4.747 3.994
O8 4.144 5.250 1.539
O9 2.438 5.370 3.342
H44 1.678 7.669 2.260
H45 2.102 9.353 1.940
H46 2.172 8.705 3.591
H47 3.980 7.793 1.285
H48 4.450 8.940 2.530
H49 5.900 4.922 3.667
H50 4.642 3.686 3.955
H51 4.716 5.133 4.996

**DFT total energy**: -70412.950 eV
**Gap between HOMO and LUMO**: 10.31 eV

2.
Molecular formula: C2H10N4
Method: DFT, the ωB97M-V functional and the def2-TZVPD basis

Cartesian coordinates (Å):
H1 -0.138 0.570 -2.299
N1 0.191 -0.404 -2.224
C1 -0.181 -0.783 -1.044
N2 -0.892 -0.031 -0.120
N3 -1.575 1.059 -0.628
N4 -1.542 -0.724 0.873
H2 0.073 -1.796 -0.686
H3 -2.380 0.746 -1.168
H4 -1.919 1.645 0.129
H5 -2.454 -1.044 0.553
H6 -1.688 -0.124 1.683
C2 2.501 0.177 0.986
H7 1.811 0.003 1.815
H8 3.466 0.506 1.377
H9 2.633 -0.749 0.423
H10 2.093 0.949 0.329

**Energy relative to the best compared isomer or geometry (same formula, charge and spin)**: 54.3 kcal/mol
**DFT total energy**: -8194.481 eV
**Gap between HOMO and LUMO**: 9.69 eV